Entry 1:
The following is a DFT calculation (the ωB97M-V functional and the def2-TZVPD basis) of a structure of composition C33H24N2OPS7SbSeV at a distorted geometry.

Computed properties:
E_LUMO (alpha / beta) = 3.6708 / 3.6705 eV
Charge = -2
HOMO energy (alpha / beta) = -0.9 / -0.5 eV
Spin multiplicity = 2

Geometry (Å):
H 1.324 -3.402 -3.051
C -1.194 3.590 -1.641
C 1.950 -2.950 -5.878
C -0.022 3.722 -2.368
H 4.116 0.722 5.352
C 0.306 -0.711 -6.487
C 2.142 0.603 2.558
C 0.908 1.861 -1.162
C -2.008 1.436 3.019
H 1.292 4.204 3.745
C -4.396 1.401 2.718
C 2.762 1.131 3.726
C -4.228 0.841 1.460
C 2.663 -0.609 2.007
C -1.683 -1.973 3.634
H -2.210 -0.041 -4.438
S -4.186 -2.817 3.375
C 2.431 2.441 4.139
H 2.534 -2.833 -7.932
C -2.954 0.595 0.979
N 0.901 -2.667 -3.596
H -2.816 0.127 0.011
H -0.048 3.135 1.960
C -3.287 1.691 3.496
Se -0.853 -1.951 -1.424
C 1.916 -2.398 -7.157
S -0.059 -1.531 3.236
H 2.589 -3.790 -5.639
H -0.308 0.151 -6.708
H 2.924 2.853 5.013
H 3.927 -2.297 2.312
H -2.235 2.529 -0.106
S 0.897 -4.064 1.110
S -2.238 -1.813 5.299
N -0.351 -0.939 -4.065
C 3.561 -1.365 2.727
C 3.689 0.333 4.433
C 1.138 -2.371 -4.919
C 0.329 -1.266 -5.219
H -2.022 4.269 -1.814
C -0.260 1.731 -0.401
O -4.717 -2.458 5.939
V 0.028 -1.958 0.931
H -5.394 1.566 3.110
C 1.033 1.303 2.001
H 4.707 -1.536 4.537
H -0.834 1.084 -4.284
H -3.423 2.098 4.490
S 2.266 -0.985 0.340
C -0.028 -1.824 -3.066
C 1.507 3.182 3.454
C 0.771 2.590 2.415
C -1.314 2.604 -0.668
C -3.887 -2.378 5.055
H 1.946 2.933 -2.699
P -0.232 0.455 0.959
H 0.075 4.511 -3.106
C 4.027 -0.911 3.971
S -2.186 -2.778 1.101
Sb 2.608 -3.569 -0.456
C -2.575 -2.453 2.747
C -1.275 0.159 -3.910
C 1.114 -1.304 -7.456
S 4.525 -4.410 0.442
C 1.025 2.842 -2.133
C -1.828 0.909 1.746
H -1.151 1.633 3.649
H 1.731 1.182 -0.972
H 1.117 -0.900 -8.460
H -1.488 0.268 -2.849
H -5.092 0.569 0.864



Entry 2:
The following is a DFT calculation (the ωB97M-V functional and the def2-TZVPD basis) of a structure of composition C33H25BiN6.

Computed properties:
E_LUMO = -6.6462 eV
Charge = +2
HOMO energy = -13.6 eV

Geometry (Å):
C 2.262 -1.272 -1.868
H 3.265 2.864 1.319
H 4.105 -0.562 -4.599
H -5.296 1.886 -1.523
H -1.865 1.410 1.994
H 2.295 0.412 0.863
C -1.737 7.475 0.552
N -2.153 1.210 -0.797
H 1.218 -2.971 4.149
H 2.241 1.059 -4.880
H 4.115 -2.050 -2.625
C 2.992 -3.277 -0.518
C 1.221 3.498 0.738
C -1.159 3.292 0.000
C 1.253 0.439 -3.087
C 0.466 -2.270 3.823
N -2.087 10.015 0.890
H -0.971 4.690 2.310
C -2.376 0.566 2.461
C -3.551 3.010 -0.776
H -2.106 7.552 -1.559
H 1.973 -4.148 2.582
H 0.263 2.047 -4.089
C -1.217 5.316 1.462
C 2.268 0.386 -4.035
H -2.985 0.950 3.276
H -0.369 -2.006 5.782
N -0.527 -0.976 2.088
C -1.388 -0.438 2.966
H -1.331 7.112 2.628
C -1.934 8.887 0.739
H -3.919 4.012 -0.628
C 3.301 -1.358 -2.775
C -3.363 0.840 -1.223
C 0.381 -1.882 2.499
C 2.267 2.618 0.998
N 0.477 1.394 0.370
C -1.419 6.671 1.645
H 3.483 -4.907 0.782
H -3.569 -0.183 -1.513
H -3.050 0.119 1.727
C 0.103 2.749 0.351
C 1.776 1.350 0.766
H -1.778 5.124 -1.878
C 0.125 1.416 -3.215
N 1.262 -0.383 -2.026
C -1.354 -0.803 4.307
N 1.393 -1.743 0.323
C -0.419 -1.721 4.740
C -1.683 5.558 -0.891
H 0.070 2.059 -2.335
H -2.057 -0.358 4.996
C 1.307 -2.427 1.471
C 2.901 -4.004 0.657
C -4.262 1.921 -1.226
Bi -0.543 -0.389 -0.326
C -1.350 4.748 0.194
H 1.252 4.572 0.801
C -2.224 2.568 -0.507
C 3.300 -0.516 -3.878
H 3.638 -3.613 -1.314
C 2.057 -3.578 1.669
C -1.865 6.918 -0.717
C 2.219 -2.133 -0.656
H -0.830 0.899 -3.325



Entry 3:
The following is a DFT calculation (the ωB97M-V functional and the def2-TZVPD basis) of a structure of composition C33H25BrClN4O10V.

Computed properties:
E_LUMO = -8.3893 eV
Charge = +2
HOMO energy = -13.5 eV

Geometry (Å):
C 0.888 4.768 2.986
H -5.166 0.959 -4.267
C -2.097 0.373 -2.990
N 0.844 -0.355 -3.906
C 2.852 5.629 1.857
C 2.590 2.820 -3.329
H 0.190 2.860 2.339
H 1.684 -0.900 -3.720
C 2.891 4.495 1.071
N 0.025 -0.813 -0.153
C -3.718 -0.379 -5.116
H 3.592 6.407 1.741
H -4.355 -0.685 -5.933
C 3.450 -1.721 1.079
O 2.008 -0.944 -1.296
C 1.847 5.760 2.809
O -0.676 4.777 -0.514
H -3.045 1.934 1.349
C -3.899 -1.148 2.432
N 1.384 -1.124 2.155
C 0.774 3.251 -4.866
C 1.459 -1.043 -0.234
C 3.288 -1.744 3.455
C -0.246 -1.038 -3.919
H -4.755 0.812 2.697
O 0.019 2.734 -1.530
C 2.019 2.335 0.350
C 1.962 -1.331 3.328
C -4.172 0.542 -4.178
H -0.108 -2.115 -3.889
C -2.444 -0.907 -4.997
C 2.126 -1.322 1.063
C 1.849 3.697 -4.111
H 0.245 3.945 -5.501
C -1.606 -0.506 -3.961
N -1.979 0.198 0.941
H 3.440 3.164 -2.761
H 3.990 -1.854 0.152
Cl -1.106 3.557 -1.044
O 0.880 1.469 0.459
C 0.926 3.639 2.193
H 5.072 -2.264 2.381
H 0.125 4.887 3.742
C 0.408 1.909 -4.845
O 2.889 2.012 -0.388
Br 1.787 7.296 3.882
H -3.727 1.589 -2.348
C -1.228 2.220 -6.545
H 2.124 4.741 -4.161
O -0.540 1.367 -5.627
O -0.460 -2.944 0.573
C -0.733 -1.781 0.510
C -2.998 0.869 1.503
H -0.530 2.663 -7.256
H 1.351 -1.167 4.207
H 3.708 -1.906 4.438
H 3.668 4.368 0.329
H -1.927 1.577 -7.071
C -2.849 -1.845 1.850
C 4.042 -1.943 2.315
C 1.118 1.044 -3.998
V -0.556 0.958 -0.372
C 1.925 3.500 1.228
O -1.412 0.622 -1.842
H -4.650 -1.665 3.013
C -3.961 0.225 2.258
H -2.076 -1.611 -5.733
H 2.774 0.792 -2.666
C -1.918 -1.137 1.132
C 2.223 1.491 -3.283
H -1.772 3.000 -6.012
H -2.723 -2.914 1.948
C -3.374 0.905 -3.108
O -2.120 3.656 -2.014
O -1.597 2.652 0.080



Entry 4:
The following is a DFT calculation (the ωB97M-V functional and the def2-TZVPD basis) of a structure of composition C33H25CaF5N13O3S4 at a distorted geometry.

Computed properties:
E_LUMO = 1.9788 eV
Charge = -1
HOMO energy = -4.6 eV

Geometry (Å):
N 1.540 -4.122 -1.614
C -2.155 2.336 -0.687
N -0.556 -2.552 2.039
S -1.138 -4.257 3.839
C -0.483 1.973 0.844
N -2.314 -0.206 -8.119
C -2.983 -3.087 2.098
H 3.149 0.540 -0.281
N 2.465 1.281 -3.583
F -7.683 -0.045 2.995
H 3.676 -0.884 -1.199
H 4.798 -0.096 -0.080
H 3.106 0.892 -4.252
C 4.896 3.636 1.978
C 3.701 4.343 2.121
O 1.324 0.948 -1.655
H 1.250 -4.242 4.290
N -1.313 1.496 -0.115
C -1.600 0.793 -4.851
C 3.703 1.597 2.449
N 6.070 4.297 1.622
C 0.498 -3.806 3.656
F -5.104 0.725 3.438
C 0.674 -3.303 -1.180
C 1.922 -2.415 2.170
H 2.625 2.227 -3.287
N 3.256 -3.891 -3.368
H 3.296 -3.423 3.568
S 4.403 -2.020 1.913
C 0.632 -2.905 2.644
C -2.113 -0.280 -6.990
C -5.417 0.067 2.314
N -0.424 3.284 1.158
H -3.515 -4.020 2.280
O 1.465 0.104 3.379
H -2.878 4.368 -0.864
H -1.166 5.154 0.820
H 2.302 -1.226 -3.766
N -1.196 -0.516 -2.897
H -3.016 -2.840 1.036
C -1.450 -1.615 -3.599
C -1.252 4.106 0.543
C 3.262 -1.251 0.845
H 3.703 5.423 2.020
C -7.021 -1.027 0.943
S 1.012 1.378 2.873
C 3.110 -2.780 2.725
C 3.755 -0.364 -0.243
H -2.848 1.901 -1.402
H 1.591 4.219 2.509
N 1.939 -0.859 -2.904
Ca -0.406 -0.628 0.296
C 2.439 -3.974 -2.544
C -1.570 -3.187 2.538
C -1.287 0.659 -3.508
N 0.268 1.044 1.467
S -3.487 -1.254 -0.983
H -1.967 -2.513 -5.487
H 1.329 -1.440 -2.352
C -6.724 -0.331 2.102
C 2.517 3.682 2.395
N 2.033 -1.560 1.099
H 6.060 5.293 1.763
C -1.774 -1.598 -4.945
H 3.686 0.531 2.630
F -8.281 -1.436 0.730
C -2.183 3.688 -0.395
C 4.887 2.254 2.163
O 0.189 2.157 3.759
H 6.929 3.863 1.913
C 2.512 2.300 2.535
C -4.445 -0.221 1.379
H 5.813 1.695 2.084
F -3.185 0.154 1.670
C 1.859 0.467 -2.653
H -1.070 1.525 -2.896
H -1.395 -2.547 -3.046
C -1.837 -0.365 -5.588
N -0.138 -2.557 -0.774
H -3.492 -2.301 2.658
C -6.034 -1.310 0.022
F -6.390 -2.006 -1.063
C -4.694 -0.908 0.180
H -1.653 1.764 -5.322



Entry 5:
The following is a DFT calculation (the ωB97M-V functional and the def2-TZVPD basis) of a structure of composition C33H26BrF4NOPSV at a distorted geometry.

Computed properties:
E_LUMO (alpha / beta) = -7.2983 / -6.9384 eV
Charge = +2
HOMO energy (alpha / beta) = -13.2 / -13.2 eV
Spin multiplicity = 3

Geometry (Å):
H -3.163 5.188 0.327
C 0.958 2.571 -1.197
C 4.986 -0.684 -3.310
C 4.609 -0.074 -2.075
H -0.669 -3.026 0.320
H -2.051 3.832 0.786
H 4.211 -1.716 -5.054
H 4.077 -3.883 1.427
C -2.614 -2.838 -3.028
F -0.580 -5.392 -4.644
H -3.268 3.763 3.077
H -1.991 -1.360 2.087
O -3.995 1.642 0.283
H 0.730 -0.490 5.280
C -0.370 -2.417 -2.457
H 6.007 -0.582 -3.697
F -3.968 -2.643 -2.845
C 3.331 -0.181 -1.616
H 5.256 0.540 -1.511
H -6.592 3.651 1.169
C -5.586 3.512 1.625
H 1.986 4.358 -1.681
C 0.360 -3.298 0.634
C 2.389 -1.020 -2.292
C -0.900 -4.243 -3.990
C 1.684 3.716 -0.880
F 1.297 -4.025 -3.124
C 2.126 3.924 0.434
H -2.912 5.452 2.748
Br -2.441 -0.534 -1.214
H 3.115 0.259 -0.663
C -1.188 -0.793 2.541
C 0.331 -0.252 4.303
C 0.853 0.842 3.572
S -4.357 3.107 0.249
N -0.587 0.152 1.783
H -5.587 2.620 2.258
F -3.072 -4.496 -4.738
C -2.245 -3.819 -3.957
P 0.870 -1.519 -1.390
H 3.500 -2.715 -0.594
C 1.371 -2.699 -0.158
H 2.332 -4.925 2.834
H -0.126 -4.614 2.235
C 1.009 1.877 1.182
H 2.640 4.816 0.705
C -0.724 -1.016 3.813
C -3.075 4.260 0.927
C 2.721 -2.954 0.133
C -5.032 4.773 2.330
C -1.713 -2.035 -2.356
H -5.455 4.890 3.364
V -0.373 0.030 -0.171
C 4.015 -1.338 -4.084
C -3.488 4.606 2.390
H 0.618 2.389 -2.179
C 1.803 3.043 1.449
C 0.484 0.925 2.213
H 2.183 3.176 2.484
C 0.586 1.647 -0.197
C 0.051 -3.517 -3.272
H -1.129 -1.773 4.425
H 1.909 -2.013 -4.065
H 1.712 1.364 4.014
C 0.678 -4.192 1.645
C 3.027 -3.734 1.225
C 2.049 -4.343 1.984
H -5.304 5.694 1.752
C 2.693 -1.468 -3.564



Entry 6:
The following is a DFT calculation (the ωB97M-V functional and the def2-TZVPD basis) of a structure of composition C33H26FN7O5PtS3 at a distorted geometry.

Computed properties:
E_LUMO = -0.7392 eV
HOMO energy = -7.3 eV

Geometry (Å):
C 2.850 0.645 3.563
H 2.496 5.491 -0.847
C 1.121 4.586 1.413
H -2.569 3.061 -2.866
C -2.286 -4.964 1.166
H 5.716 -4.253 -2.799
H -3.637 -3.560 -1.285
C -2.841 2.312 0.419
N -1.868 -0.174 0.929
C 4.015 -2.963 -2.552
F 3.357 0.064 4.674
C 1.813 0.494 1.432
O -0.401 -1.502 -1.898
C 2.728 -2.803 -2.088
C -0.087 -0.246 -1.895
C -2.436 2.231 -0.906
C -2.834 -0.902 0.419
C 2.271 4.174 2.319
C -4.864 -1.943 -0.545
H 2.535 3.951 -1.716
H 2.172 -6.927 -0.420
H 2.182 -1.877 -2.189
N 1.291 2.482 0.201
H 4.666 -6.213 -1.710
O -0.923 1.770 2.082
C -3.718 3.315 0.807
C 0.830 -5.300 -0.447
H -4.055 3.356 1.835
Pt -0.770 -2.932 -0.538
H 2.294 -1.210 2.638
H -4.856 5.020 0.194
C -0.355 -5.681 0.303
H 0.349 2.258 -1.613
H 0.383 4.167 -0.546
C 0.658 0.364 -0.739
C 2.834 -5.113 -1.342
H 3.241 2.601 4.329
N 1.973 -5.981 -0.691
C 2.510 4.406 -0.725
C -4.168 4.241 -0.115
H -4.993 5.647 -2.125
N -2.596 -2.093 -0.159
C -3.729 -2.638 -0.729
C -3.750 4.177 -1.447
C -0.733 -6.811 0.949
H -5.850 -2.189 -0.897
C 4.132 -5.278 -1.813
N -1.264 -4.635 0.421
C 1.276 3.945 0.041
C 1.835 1.889 1.331
N 0.887 -4.067 -0.919
C 2.348 2.672 2.382
S -2.189 1.220 1.660
C 2.331 -0.133 2.567
O 1.143 -1.573 0.533
O -0.374 0.477 -2.844
C 0.758 1.726 -0.763
C 2.141 -3.906 -1.471
H 3.216 4.586 1.952
H 4.508 -2.131 -3.036
H 3.428 4.128 -0.207
C 1.189 -0.347 0.393
H 0.179 4.240 1.844
H -1.794 1.428 -1.239
O -3.225 1.085 2.658
H 2.130 4.571 3.325
C 2.856 2.031 3.492
S -2.232 -6.565 1.734
C 4.707 -4.178 -2.418
S -4.542 -0.508 0.369
H -3.087 -4.277 1.386
N -4.160 5.136 -2.366
C -2.884 3.151 -1.833
H -4.135 4.853 -3.332
H 1.069 5.670 1.301
H -0.212 -7.751 1.009



In order of appearance, energy relative to the best compared isomer or geometry (same formula, charge and spin) = 31.1 0.0 24.1 23.7 0.0 0.0 kcal/mol.
In order of appearance, calculated total energy = -8171.2495 -1815.2182 -6221.4158 -4980.0609 -6059.4597 -3446.5008 a.u..